No. 1
# C6H12N

An isolated ion of composition C6H12N and charge +1 (ωB97M-V/def2-TZVPD, OMol25).

Each line ends with the natural charge from an NBO analysis.
Geometry (Å):
C1 1.133 -0.976 -2.517  -0.27
C2 0.958 -1.036 -1.206  -0.28
C3 0.028 -0.120 -0.449  -0.09
C4 0.844 0.481 0.734  -0.27
C5 1.167 1.771 0.945  -0.32
N1 -1.157 -0.884 0.329  -0.53
C6 -1.794 0.157 1.208  -0.46
H1 2.050 -1.395 -3.012  0.24
H2 0.342 -0.463 -3.131  0.21
H3 1.653 -1.469 -0.585  0.22
H4 -0.431 0.813 -0.894  0.25
H5 1.160 -0.152 1.621  0.22
H6 1.654 2.159 1.885  0.24
H7 0.865 2.558 0.303  0.20
H8 -0.709 -1.595 0.880  0.43
H9 -1.930 -1.285 -0.299  0.46
H10 -2.754 -0.143 1.769  0.26
H11 -1.178 0.625 2.057  0.27
H12 -1.902 0.953 0.362  0.22

Cartesian forces (eV/Å) of the 2 atoms listed first:
-0.3 0.2 -1.1
-1.6 1.7 -1.1

Output
Gap between HOMO and LUMO ... 10.491 eV
LUMO level ... -0.12706 Eh
Energy ... -7897.2373 eV
Net charge ... +1

***

No. 2
# C20H62N4O20

A 11-piece molecular cluster, C20H62N4O20 overall (ωB97M-V/def2-TZVPD, OMol25).

Each line ends with the Löwdin spin population.
Geometry (Å):
C1 -0.642 -4.208 1.388  0.04
O1 -0.844 -3.270 0.696  0.01
N1 0.549 -4.847 1.567  0.04
N2 -1.643 -4.837 1.871  0.01
H1 0.555 -5.585 2.257  0.04
H2 1.430 -4.569 1.158  0.02
H3 -2.543 -4.382 1.812  0.00
H4 -1.603 -5.735 2.333  0.01
C2 0.150 -0.067 -0.389  0.00
O2 0.458 0.139 -1.520  0.00
N3 1.016 -0.273 0.484  0.01
N4 -1.058 -0.153 0.054  0.00
H5 0.748 -0.250 1.458  0.01
H6 1.984 -0.273 0.195  0.00
H7 -1.156 -1.047 0.513  0.00
H8 -1.777 0.335 -0.461  0.00
C3 0.437 1.633 -4.982  0.00
C4 -0.524 1.497 -6.225  0.00
O3 0.121 0.966 -7.408  0.00
O4 -0.061 2.333 -3.819  0.00
H9 1.342 2.149 -5.302  0.00
H10 0.800 0.635 -4.736  0.00
H11 -0.810 2.539 -6.368  0.00
H12 -1.442 0.972 -5.962  0.00
H13 0.468 1.691 -7.932  0.00
H14 0.460 1.978 -3.095  0.00
C5 3.208 -3.717 -1.400  0.02
C6 3.858 -4.000 -0.031  0.11
O5 4.428 -2.869 0.588  0.23
O6 1.889 -3.370 -1.175  0.01
H15 3.160 -4.537 -2.116  0.00
H16 3.717 -2.793 -1.672  0.00
H17 4.454 -4.857 -0.343  0.02
H18 3.149 -4.395 0.696  0.03
H19 4.767 -3.166 1.436  0.11
H20 1.886 -2.766 -0.429  0.01
C7 3.612 0.931 -1.952  0.00
C8 4.614 0.341 -0.892  0.01
O7 3.800 -0.164 0.114  0.03
O8 2.955 0.052 -2.793  0.00
H21 4.343 1.367 -2.634  0.00
H22 2.981 1.753 -1.615  0.00
H23 5.274 1.169 -0.634  0.00
H24 5.328 -0.344 -1.350  0.01
H25 4.007 -1.089 0.266  0.01
H26 2.065 -0.001 -2.439  0.00
C9 -2.593 -0.211 4.025  0.00
C10 -1.959 0.469 5.209  0.00
O9 -0.989 -0.213 5.889  0.02
O10 -3.255 -1.295 4.609  0.00
H27 -1.969 -0.539 3.194  0.00
H28 -3.411 0.441 3.720  0.00
H29 -2.799 0.622 5.886  0.00
H30 -1.670 1.463 4.867  0.00
H31 -0.800 0.317 6.666  0.00
H32 -3.646 -0.927 5.405  0.00
C11 -0.424 3.634 2.418  0.00
C12 0.827 2.910 2.398  0.00
O11 0.846 1.899 3.425  0.01
O12 -1.482 2.996 1.699  0.00
H33 -0.256 4.606 1.955  0.00
H34 -0.847 3.858 3.397  0.00
H35 1.766 3.403 2.650  0.00
H36 1.150 2.595 1.406  0.00
H37 1.752 1.602 3.540  0.00
H38 -1.963 2.415 2.293  0.00
C13 -4.807 0.078 -0.520  0.00
C14 -4.570 0.618 0.948  0.00
O13 -5.623 1.590 1.238  0.00
O14 -6.025 -0.608 -0.447  0.00
H39 -3.922 -0.482 -0.822  0.00
H40 -4.952 0.925 -1.190  0.00
H41 -3.553 1.011 0.971  0.00
H42 -4.419 -0.267 1.566  0.00
H43 -6.336 1.197 0.729  0.00
H44 -6.458 -0.695 -1.299  0.00
C15 -3.030 3.534 -1.375  0.00
C16 -3.443 3.307 -2.809  0.00
O15 -2.959 2.120 -3.428  0.00
O16 -1.828 4.315 -1.377  0.00
H45 -2.691 2.562 -1.018  0.00
H46 -3.815 4.171 -0.966  0.00
H47 -3.262 4.259 -3.308  0.00
H48 -4.505 3.067 -2.758  0.00
H49 -2.002 2.160 -3.366  0.00
H50 -1.052 3.753 -1.325  0.00
C17 -2.007 -1.425 -3.520  0.00
C18 -1.242 -2.529 -2.724  0.00
O17 -2.058 -3.043 -1.665  0.00
O18 -3.246 -1.995 -3.989  0.00
H51 -1.413 -1.194 -4.404  0.00
H52 -2.199 -0.542 -2.910  0.00
H53 -0.346 -2.126 -2.251  0.00
H54 -0.790 -3.281 -3.371  0.00
H55 -1.530 -3.084 -0.864  0.00
H56 -3.635 -2.463 -3.247  0.00
C19 4.859 1.140 2.798  0.02
C20 5.097 1.125 4.333  0.03
O19 6.244 0.388 4.573  0.04
O20 3.627 1.700 2.390  0.01
H57 4.783 0.069 2.612  0.01
H58 5.820 1.413 2.361  0.00
H59 4.384 0.514 4.887  0.01
H60 5.021 2.189 4.557  0.00
H61 6.293 0.361 5.531  0.01
H62 3.401 1.212 1.595  0.00

Cartesian forces (eV/Å) of the 2 atoms listed first:
3.7 -2.3 -0.5
0.3 4.8 -2.3

Output
Spin multiplicity ... 2
Gap between HOMO and LUMO (spin up / spin down) ... 2.209 / 9.468 eV
LUMO level (spin up / spin down) ... 0.08112 / 0.08020 Eh
Energy ... -68649.0849 eV
Net charge ... -1

***

Among the records above, which one has the lowest net charge?
C20H62N4O20

***

The lowest energy belongs to which entry?
C20H62N4O20

***

Which of these has the lowest energy?
C20H62N4O20

***

The highest energy belongs to which entry?
C6H12N